77
Properties=species:S:1:pos:R:3:mulliken_spin:R:1 method="wB97M-V/def2-TZVPD" total_charge=+2 spin_multiplicity=4
Tc 0.98 -0.75 -0.05 2.53
S -0.20 -2.19 -1.28 0.14
C 0.61 -2.37 -2.83 0.04
C 0.04 -3.18 -3.81 0.03
C 0.71 -3.34 -5.01 0.01
C 1.92 -2.69 -5.24 0.02
C 2.48 -1.87 -4.27 0.02
C 1.82 -1.71 -3.05 0.02
S 2.47 -0.64 -1.82 0.12
H -0.90 -3.67 -3.63 0.00
H 0.28 -3.97 -5.78 0.00
H 2.44 -2.82 -6.18 0.00
H 3.41 -1.36 -4.45 0.00
C -2.28 1.79 -5.31 0.00
C -2.55 2.73 -4.33 0.00
C -2.03 2.58 -3.05 0.00
C -1.24 1.46 -2.78 -0.01
C -0.97 0.51 -3.76 -0.01
C -1.49 0.68 -5.03 0.00
Sb -0.35 1.34 -0.90 -0.14
C 1.30 2.66 -0.95 -0.04
C 1.77 3.09 -2.19 0.02
C 2.94 3.82 -2.28 0.00
C 3.67 4.10 -1.13 0.00
C 3.22 3.67 0.11 0.00
C 2.03 2.94 0.20 0.04
C -1.71 2.15 0.49 -0.02
C -3.07 1.98 0.22 0.00
C -4.02 2.42 1.14 0.00
C -3.61 3.00 2.33 0.00
C -2.26 3.16 2.60 0.00
C -1.31 2.73 1.69 0.01
H -2.70 1.92 -6.30 0.00
H -3.17 3.59 -4.55 0.00
H -2.24 3.32 -2.29 0.00
H -0.35 -0.35 -3.54 0.02
H -1.29 -0.05 -5.80 0.00
H 1.21 2.87 -3.10 0.00
H 3.30 4.16 -3.24 0.00
H 4.59 4.67 -1.19 0.00
H 3.78 3.90 1.00 0.00
H 1.69 2.61 1.17 0.00
H -3.40 1.53 -0.71 0.00
H -5.07 2.30 0.92 0.00
H -4.35 3.34 3.04 0.00
H -1.94 3.64 3.52 0.00
H -0.26 2.88 1.91 0.00
C 0.61 -1.34 5.65 0.00
O 0.81 -2.04 4.42 0.00
C 1.63 -1.52 3.51 0.02
C 2.18 -0.24 3.57 0.03
C 2.98 0.24 2.55 0.00
C 3.30 -0.57 1.45 -0.02
C 2.80 -1.87 1.40 -0.02
C 1.94 -2.32 2.40 0.03
N 1.34 -3.60 2.25 0.00
C 0.06 -3.91 2.35 -0.01
C -1.09 -3.10 2.44 0.01
C -2.24 -3.78 2.95 0.00
C -3.41 -3.13 3.18 0.01
C -3.50 -1.76 2.88 -0.01
C -2.43 -1.08 2.33 0.02
C -1.22 -1.73 2.08 -0.03
O -0.25 -1.06 1.50 0.13
H 0.03 -2.00 6.28 0.00
H 0.06 -0.41 5.48 0.00
H 1.57 -1.13 6.13 0.00
H 1.96 0.40 4.41 0.00
H 3.39 1.24 2.62 0.00
H 3.98 -0.21 0.69 0.01
H 3.09 -2.54 0.60 0.00
H 1.98 -4.37 2.11 0.00
H -0.11 -4.98 2.39 0.00
H -2.15 -4.83 3.18 0.00
H -4.26 -3.66 3.59 0.00
H -4.43 -1.23 3.06 0.00
H -2.51 -0.03 2.08 0.00

78
Properties=species:S:1:pos:R:3:mulliken_charge:R:1 method="wB97M-V/def2-TZVPD" total_charge=+1 relative_energy_kcal_mol=0.0 spin_multiplicity=1
Cd -0.05 0.13 -0.09 1.94
C -4.98 1.92 3.99 -1.58
C -3.69 1.42 3.42 0.50
C -2.45 1.81 3.93 -1.22
C -1.28 1.28 3.44 0.64
C -1.27 0.31 2.41 0.39
N -0.11 -0.23 1.90 -0.68
C 0.87 -0.73 2.71 1.05
C 0.64 -0.99 4.08 -0.62
C 1.58 -1.57 4.90 -1.27
C 2.82 -1.95 4.40 0.20
C 3.84 -2.61 5.28 -1.62
C 3.07 -1.72 3.06 -0.53
C 2.14 -1.12 2.21 0.02
N 2.57 -0.94 0.86 0.68
C 3.84 -0.77 0.46 -0.19
C 3.86 -0.76 -0.92 -1.00
C 2.54 -0.91 -1.29 -0.28
N 1.76 -1.02 -0.21 -1.00
C -2.53 -0.03 1.86 -0.44
C -3.70 0.51 2.37 -0.29
N -2.65 -0.99 0.83 0.76
C -3.54 -2.00 0.77 -0.17
C -3.33 -2.68 -0.42 -0.94
C -2.27 -2.01 -1.02 -0.31
N -1.88 -0.99 -0.26 -0.76
H -4.82 2.33 4.99 0.39
H -5.41 2.69 3.36 0.23
H -5.70 1.10 4.06 0.41
H -2.40 2.56 4.71 0.39
H -0.33 1.58 3.85 0.69
H -0.33 -0.76 4.48 0.41
H 1.32 -1.76 5.93 0.40
H 3.68 -2.34 6.32 0.40
H 3.78 -3.69 5.18 0.30
H 4.85 -2.30 4.99 0.38
H 4.01 -2.07 2.65 0.57
H 4.66 -0.67 1.14 0.43
H 4.72 -0.67 -1.56 0.49
H 2.11 -0.98 -2.28 0.45
H -4.65 0.21 1.95 0.59
H -4.25 -2.19 1.55 0.47
H -3.87 -3.53 -0.79 0.44
H -1.77 -2.22 -1.95 0.45
C -0.05 4.88 -4.27 -0.51
C -1.09 4.06 -3.87 -0.79
C -1.05 3.46 -2.62 -0.30
C 0.01 3.71 -1.75 0.51
C 1.07 4.50 -2.18 -0.31
C 1.03 5.09 -3.43 -0.65
As -0.01 2.74 -0.04 0.49
C -1.53 3.57 0.87 0.70
C -2.81 3.27 0.41 -0.25
C -3.92 3.85 0.99 -0.96
C -3.76 4.71 2.07 -0.51
C -2.50 4.96 2.57 -0.91
C -1.39 4.40 1.98 -0.14
C 1.52 3.51 0.88 -0.12
C 2.48 2.65 1.39 -0.28
C 3.62 3.14 2.01 -0.38
C 3.79 4.51 2.13 -0.71
C 2.83 5.38 1.64 -0.85
C 1.70 4.89 1.01 0.10
H -0.08 5.35 -5.24 0.39
H -1.92 3.87 -4.53 0.42
H -1.85 2.79 -2.32 0.21
H 1.93 4.67 -1.53 0.36
H 1.86 5.70 -3.76 0.43
H -2.94 2.57 -0.41 0.14
H -4.90 3.63 0.61 0.44
H -4.62 5.18 2.52 0.46
H -2.38 5.60 3.43 0.47
H -0.40 4.60 2.39 0.47
H 2.33 1.58 1.30 -0.08
H 4.36 2.46 2.39 0.48
H 4.67 4.91 2.61 0.42
H 2.96 6.45 1.74 0.44
H 0.95 5.57 0.61 0.61

81
Properties=species:S:1:pos:R:3:mulliken_spin:R:1 method="wB97M-V/def2-TZVPD" total_charge=+1 relative_energy_kcal_mol=0.0 spin_multiplicity=5
Mn -1.33 0.78 0.06 4.32
N -0.75 -2.17 -0.48 -0.02
P 0.53 -1.15 0.03 0.05
C 0.98 -1.62 1.71 -0.01
C 0.88 -2.93 2.19 0.00
C 1.32 -3.23 3.47 0.00
C 1.87 -2.24 4.27 0.00
C 1.98 -0.94 3.80 0.00
C 1.52 -0.63 2.52 0.00
C 1.92 -1.70 -0.98 0.03
C 1.74 -1.89 -2.35 0.01
C 2.81 -2.25 -3.15 0.00
C 4.07 -2.41 -2.60 0.01
C 4.26 -2.21 -1.24 0.00
C 3.19 -1.85 -0.43 0.01
P -2.19 -1.36 -0.77 -0.14
C -2.52 -1.28 -2.53 -0.03
C -3.19 -0.17 -3.04 0.00
C -3.49 -0.10 -4.39 0.00
C -3.11 -1.13 -5.23 0.00
C -2.43 -2.23 -4.73 0.00
C -2.13 -2.31 -3.38 -0.01
C -3.49 -2.37 -0.04 -0.02
C -3.27 -2.94 1.22 -0.01
C -4.25 -3.72 1.79 0.00
C -5.46 -3.91 1.14 -0.01
C -5.69 -3.33 -0.10 0.00
C -4.70 -2.56 -0.70 -0.01
H -0.68 -3.17 -0.55 0.00
H 0.48 -3.72 1.56 0.00
H 1.24 -4.24 3.84 0.00
H 2.22 -2.48 5.27 0.00
H 2.40 -0.16 4.42 0.00
H 1.58 0.39 2.16 0.01
H 0.76 -1.74 -2.80 0.00
H 2.66 -2.41 -4.21 0.00
H 4.90 -2.70 -3.22 0.00
H 5.24 -2.33 -0.80 0.00
H 3.35 -1.70 0.63 0.00
H -3.47 0.65 -2.38 0.01
H -4.01 0.76 -4.78 0.00
H -3.34 -1.07 -6.29 0.00
H -2.13 -3.03 -5.40 0.00
H -1.61 -3.18 -3.00 0.00
H -2.33 -2.78 1.73 0.00
H -4.08 -4.17 2.76 0.00
H -6.24 -4.51 1.60 0.00
H -6.63 -3.49 -0.61 0.00
H -4.87 -2.13 -1.67 0.00
Se -2.79 0.53 1.91 -0.21
C -1.66 1.10 3.35 0.02
C -1.10 2.37 3.43 -0.02
C -0.31 2.67 4.53 0.01
N -0.07 1.81 5.53 -0.02
C -0.64 0.62 5.45 0.01
C -1.44 0.21 4.39 0.00
H -1.28 3.12 2.68 0.00
H 0.15 3.65 4.62 0.00
H -0.46 -0.06 6.28 0.00
H -1.86 -0.78 4.37 0.00
C 2.78 5.21 -2.86 0.00
C 3.05 4.69 -1.48 0.00
C 4.35 4.39 -1.08 0.00
C 4.62 3.95 0.20 0.00
Cl 6.25 3.58 0.65 0.00
C 3.61 3.83 1.14 0.00
C 2.31 4.11 0.76 0.00
C 2.04 4.52 -0.54 0.00
O 0.72 4.82 -0.87 0.00
C 0.11 3.88 -1.73 0.01
C -0.35 2.63 -1.03 -0.05
O -0.86 1.68 -1.71 0.01
O -0.29 2.50 0.24 0.05
H 3.57 5.89 -3.17 0.00
H 1.83 5.75 -2.91 0.00
H 2.75 4.40 -3.59 0.00
H 5.17 4.51 -1.78 0.00
H 3.84 3.51 2.15 0.00
H 1.49 4.02 1.45 0.00
H 0.77 3.57 -2.55 0.00
H -0.77 4.35 -2.17 0.00

Ordered DFT total energy results: -2789.36518; -4144.93034; -6498.30148; unit hartree.